Here is a structure of composition C28H44B4F12N5O3V at a distorted geometry from OMol25. Energies are from ωB97M-V/def2-TZVPD.

Output
Multiplicity ... 1
Charge ... +2
Total energy ... -104345.5687 eV
E_HOMO ... -12.06 eV
Relative energy (zero: lowest compared OMol25 entry of this formula, charge and spin) ... 0.0000 eV
Molar mass ... 820.86 Da

Atoms and positions in Å:
O (18.568, 1.898, 12.710)
V (17.316, 1.297, 11.939)
O (17.649, 1.524, 10.383)
B (15.200, 0.512, 11.787)
H (15.278, 0.329, 12.963)
H (14.199, 0.067, 11.310)
H (15.253, 1.644, 11.568)
H (15.978, -0.134, 11.207)
C (17.471, -9.348, 14.553)
N (16.970, -7.952, 14.726)
C (15.860, -7.567, 14.060)
C (15.290, -6.351, 14.335)
C (15.985, -5.395, 15.070)
C (17.175, -5.796, 15.676)
C (17.615, -7.090, 15.522)
C (15.497, -4.026, 15.361)
C (14.256, -3.827, 15.958)
C (13.829, -2.551, 16.232)
N (14.601, -1.480, 15.990)
C (15.821, -1.661, 15.450)
C (16.284, -2.911, 15.118)
C (14.109, -0.131, 16.264)
H (16.679, -10.045, 14.806)
H (18.338, -9.462, 15.193)
H (17.727, -9.416, 13.498)
H (15.448, -8.339, 13.426)
H (14.312, -6.123, 13.931)
H (17.733, -5.132, 16.322)
H (18.542, -7.422, 15.968)
H (13.604, -4.683, 16.080)
H (12.868, -2.352, 16.683)
H (16.413, -0.774, 15.227)
H (17.266, -3.007, 14.669)
H (14.176, 0.440, 15.343)
H (14.752, 0.397, 16.973)
H (13.151, -0.138, 16.778)
C (12.206, 2.399, 3.689)
N (12.833, 1.568, 4.722)
C (13.148, 2.123, 5.904)
C (13.556, 1.327, 6.949)
C (13.694, -0.041, 6.760)
C (13.270, -0.593, 5.549)
C (12.922, 0.243, 4.518)
C (14.203, -0.871, 7.888)
C (15.404, -1.569, 7.758)
C (15.800, -2.370, 8.792)
N (15.056, -2.509, 9.905)
C (13.887, -1.877, 10.021)
C (13.460, -0.986, 9.050)
C (15.553, -3.343, 11.023)
H (12.147, 1.911, 2.721)
H (12.741, 3.338, 3.560)
H (11.180, 2.643, 3.966)
H (13.007, 3.193, 5.973)
H (13.681, 1.773, 7.928)
H (13.263, -1.674, 5.497)
H (12.579, -0.129, 3.564)
H (16.007, -1.514, 6.863)
H (16.754, -2.880, 8.816)
H (13.370, -1.929, 10.967)
H (12.490, -0.523, 9.163)
H (16.130, -4.165, 10.609)
H (14.669, -3.697, 11.544)
H (16.202, -2.734, 11.656)
C (11.724, 1.142, 13.833)
C (11.409, 1.793, 12.503)
C (10.398, 2.903, 12.512)
O (10.145, 3.238, 11.169)
C (9.233, 4.332, 10.928)
N (12.676, 2.290, 11.897)
H (13.025, 3.129, 12.391)
H (13.470, 1.630, 11.838)
H (12.519, 2.684, 10.966)
H (10.802, 0.976, 14.383)
H (12.389, 1.780, 14.429)
H (12.379, 0.278, 13.702)
H (11.031, 1.054, 11.790)
H (10.692, 3.808, 13.058)
H (9.485, 2.516, 12.984)
H (8.961, 4.754, 11.893)
H (8.354, 3.940, 10.421)
H (9.774, 5.015, 10.279)
B (15.740, 4.364, 12.173)
F (15.931, 5.710, 11.952)
F (15.265, 4.170, 13.473)
F (14.727, 3.836, 11.269)
F (16.921, 3.588, 11.963)
B (18.916, -1.241, 12.922)
F (20.166, -0.853, 13.316)
F (18.789, -2.617, 12.585)
F (18.067, -1.027, 14.040)
F (18.550, -0.503, 11.745)
B (16.391, 2.283, 15.632)
F (14.974, 2.458, 15.836)
F (16.853, 1.359, 16.586)
F (16.568, 1.790, 14.310)
F (16.952, 3.523, 15.830)

---

Here is a cluster of 14 separate species, C28H44BIN13O in total at a distorted geometry from OMol25. Energies are from ωB97M-V/def2-TZVPD.

Output
Multiplicity ... 1
Charge ... -1
Total energy ... -59941.1821 eV
E_HOMO ... -5.51 eV
Molar mass ... 716.47 Da

Atoms and positions in Å:
B (0.883, 1.447, -0.288)
C (-0.379, 2.223, -1.086)
C (-1.738, 1.906, -0.350)
O (-2.023, 2.609, 0.656)
I (-3.156, 0.344, -0.881)
H (0.504, 1.125, 0.805)
H (1.217, 0.516, -0.955)
H (1.810, 2.195, -0.249)
H (-0.353, 1.938, -2.188)
H (-0.184, 3.355, -1.020)
C (-5.529, -0.053, -4.468)
C (-4.443, -0.083, -5.496)
N (-3.592, -0.109, -6.304)
H (-6.398, -0.602, -4.833)
H (-5.177, -0.512, -3.543)
H (-5.821, 0.977, -4.264)
C (-1.599, -3.511, -5.493)
C (-2.339, -4.052, -4.311)
N (-2.922, -4.474, -3.385)
H (-0.524, -3.570, -5.316)
H (-1.845, -4.093, -6.383)
H (-1.877, -2.469, -5.660)
C (0.843, 2.405, 3.848)
C (1.925, 2.370, 2.816)
N (2.772, 2.339, 2.007)
H (-0.030, 1.856, 3.488)
H (1.197, 1.946, 4.771)
H (0.557, 3.435, 4.050)
C (-7.446, -3.582, -6.767)
C (-7.591, -2.130, -7.097)
N (-7.711, -0.984, -7.366)
H (-6.390, -3.833, -6.657)
H (-7.963, -3.803, -5.832)
H (-7.876, -4.188, -7.565)
C (5.595, 0.460, 1.783)
C (5.522, -0.946, 2.285)
N (5.464, -2.050, 2.681)
H (4.600, 0.911, 1.797)
H (6.261, 1.047, 2.417)
H (5.975, 0.470, 0.760)
C (3.361, 4.497, 6.902)
C (1.979, 4.542, 6.328)
N (0.898, 4.575, 5.875)
H (3.816, 3.526, 6.697)
H (3.973, 5.279, 6.455)
H (3.320, 4.649, 7.977)
C (4.728, -4.269, 0.099)
C (4.454, -4.360, -1.368)
N (4.238, -4.422, -2.519)
H (5.324, -3.381, 0.309)
H (3.788, -4.203, 0.648)
H (5.274, -5.153, 0.431)
C (-5.624, 1.774, 2.209)
C (-6.912, 1.333, 1.588)
N (-7.922, 0.986, 1.101)
H (-5.616, 1.516, 3.269)
H (-4.788, 1.281, 1.716)
H (-5.512, 2.854, 2.105)
C (7.407, 5.399, 7.312)
C (6.167, 5.240, 8.133)
N (5.195, 5.114, 8.777)
H (8.072, 4.551, 7.477)
H (7.147, 5.448, 6.253)
H (7.923, 6.318, 7.595)
C (-7.936, -3.060, 1.135)
C (-6.791, -2.584, 1.971)
N (-5.894, -2.210, 2.625)
H (-7.974, -2.495, 0.203)
H (-7.811, -4.119, 0.905)
H (-8.873, -2.921, 1.675)
C (4.879, -8.040, -3.136)
C (5.453, -8.494, -1.831)
N (5.904, -8.850, -0.808)
H (3.798, -8.182, -3.135)
H (5.098, -6.982, -3.290)
H (5.313, -8.617, -3.953)
C (-1.328, 5.862, 1.734)
C (-1.478, 7.313, 1.399)
N (-1.595, 8.451, 1.137)
H (-0.272, 5.614, 1.846)
H (-1.847, 5.641, 2.667)
H (-1.753, 5.250, 0.936)
C (3.410, -1.256, -4.221)
C (4.261, -0.257, -3.501)
N (4.927, 0.526, -2.938)
H (3.595, -2.255, -3.822)
H (2.356, -1.009, -4.091)
H (3.649, -1.248, -5.285)

---

Here is a structure of composition C28H44BrN3P2V at a distorted geometry from OMol25. Energies are from ωB97M-V/def2-TZVPD.

Output
Multiplicity ... 4
Charge ... +2
Total energy ... -148510.1798 eV
Expectation value of S² ... 4.12
E_HOMO (alpha / beta) ... -12.35 / -12.48 eV
Relative energy (zero: lowest compared OMol25 entry of this formula, charge and spin) ... 4.1006 eV
Molar mass ... 615.48 Da

Atoms and positions in Å:
N (-6.998, 5.294, -6.546)
C (-6.770, 5.864, -5.360)
C (-5.895, 5.323, -4.409)
C (-5.251, 4.091, -4.687)
C (-5.503, 3.508, -5.955)
C (-6.375, 4.153, -6.841)
C (-4.364, 3.444, -3.729)
V (-0.313, 0.236, -0.377)
P (5.511, -0.831, -1.005)
C (-3.619, 2.346, -4.028)
C (-2.620, 1.848, -3.116)
C (-1.430, 1.329, -3.668)
C (-0.228, 1.413, -2.941)
C (-0.300, 1.781, -1.618)
C (-1.495, 2.193, -0.952)
C (-2.677, 2.147, -1.740)
Br (2.002, 0.806, -0.611)
H (-4.309, 3.914, -2.740)
H (-3.604, 1.969, -5.046)
H (-5.706, 5.867, -3.482)
H (-5.049, 2.571, -6.291)
H (-7.302, 6.794, -5.161)
H (-6.574, 3.721, -7.826)
H (-1.437, 1.029, -4.721)
H (-3.639, 2.448, -1.329)
H (0.729, 1.247, -3.422)
H (-1.474, 2.801, -0.049)
P (-0.714, -1.998, -1.019)
C (5.168, 0.932, -0.855)
C (6.358, 1.755, -1.286)
H (4.873, 1.143, 0.175)
H (4.325, 1.190, -1.494)
H (6.221, 2.781, -0.947)
H (7.286, 1.371, -0.867)
H (6.436, 1.763, -2.374)
C (4.830, -1.243, -2.647)
C (5.664, -2.348, -3.288)
H (4.879, -0.337, -3.259)
H (3.779, -1.527, -2.553)
H (5.399, -2.450, -4.343)
H (6.733, -2.123, -3.226)
H (5.497, -3.317, -2.809)
C (4.451, -1.613, 0.250)
C (5.331, -1.963, 1.462)
H (3.980, -2.506, -0.202)
H (3.637, -0.935, 0.557)
H (4.814, -2.698, 2.086)
H (6.294, -2.383, 1.149)
H (5.527, -1.074, 2.071)
C (-0.582, -3.379, 0.169)
C (-1.673, -4.437, 0.173)
H (-0.499, -2.907, 1.162)
H (0.383, -3.847, -0.063)
H (-2.613, -4.086, 0.606)
H (-1.882, -4.887, -0.804)
H (-1.323, -5.244, 0.819)
C (0.521, -2.376, -2.326)
C (0.018, -2.357, -3.766)
H (0.919, -3.367, -2.074)
H (1.331, -1.643, -2.177)
H (-0.809, -3.066, -3.919)
H (-0.326, -1.358, -4.066)
H (0.842, -2.643, -4.437)
C (-2.374, -2.001, -1.804)
C (-3.541, -1.653, -0.874)
H (-2.543, -2.979, -2.266)
H (-2.352, -1.293, -2.646)
H (-4.308, -1.151, -1.490)
H (-3.974, -2.545, -0.379)
H (-3.232, -0.938, -0.091)
N (-1.674, -0.623, 2.252)
C (-2.150, -0.048, 3.365)
C (-1.658, 1.254, 3.385)
C (-0.892, 1.408, 2.227)
N (-0.920, 0.250, 1.510)
H (-1.860, -1.576, 1.973)
H (-2.808, -0.568, 4.046)
H (-1.836, 2.016, 4.133)
H (-0.314, 2.255, 1.896)